{"formula": "C59H153N11O46", "method": "ωB97M-V/def2-TZVPD", "spin_multiplicity": 1, "largest_force_ev_per_a": 4.180, "orbital_gap_ev": 8.9, "symbols": ["C", "N", "O", "O", "H", "H", "H", "C", "N", "O", "O", "H", "H", "H", "C", "N", "O", "O", "H", "H", "H", "C", "N", "O", "O", "H", "H", "H", "C", "N", "O", "O", "H", "H", "H", "C", "N", "O", "O", "H", "H", "H", "C", "N", "O", "O", "H", "H", "H", "C", "N", "O", "O", "H", "H", "H", "C", "N", "O", "O", "H", "H", "H", "C", "N", "O", "O", "H", "H", "H", "C", "N", "O", "O", "H", "H", "H", "C", "O", "C", "C", "O", "C", "H", "H", "H", "H", "H", "H", "H", "H", "H", "H", "C", "O", "C", "C", "O", "C", "H", "H", "H", "H", "H", "H", "H", "H", "H", "H", "C", "O", "C", "C", "O", "C", "H", "H", "H", "H", "H", "H", "H", "H", "H", "H", "C", "O", "C", "C", "O", "C", "H", "H", "H", "H", "H", "H", "H", "H", "H", "H", "C", "O", "C", "C", "O", "C", "H", "H", "H", "H", "H", "H", "H", "H", "H", "H", "C", "O", "C", "C", "O", "C", "H", "H", "H", "H", "H", "H", "H", "H", "H", "H", "C", "O", "C", "C", "O", "C", "H", "H", "H", "H", "H", "H", "H", "H", "H", "H", "C", "O", "C", "C", "O", "C", "H", "H", "H", "H", "H", "H", "H", "H", "H", "H", "C", "O", "C", "C", "O", "C", "H", "H", "H", "H", "H", "H", "H", "H", "H", "H", "C", "O", "C", "C", "O", "C", "H", "H", "H", "H", "H", "H", "H", "H", "H", "H", "C", "O", "C", "C", "O", "C", "H", "H", "H", "H", "H", "H", "H", "H", "H", "H", "C", "O", "C", "C", "O", "C", "H", "H", "H", "H", "H", "H", "H", "H", "H", "H"], "coordinates": [[6.263, -0.964, -3.508], [6.261, -0.169, -2.262], [5.331, -0.387, -1.422], [7.164, 0.664, -2.186], [5.805, -0.629, -4.439], [5.844, -1.916, -3.183], [7.337, -1.060, -3.667], [-3.146, -2.538, 4.759], [-2.935, -2.344, 3.302], [-2.621, -1.222, 2.937], [-3.055, -3.291, 2.483], [-3.552, -3.539, 4.906], [-3.811, -1.741, 5.092], [-2.256, -2.396, 5.372], [-0.381, -6.977, -0.163], [0.809, -6.424, -0.888], [1.268, -7.141, -1.749], [1.081, -5.253, -0.770], [-1.035, -7.576, -0.796], [-0.887, -6.112, 0.265], [0.011, -7.772, 0.472], [-4.474, -5.973, 1.763], [-3.357, -5.983, 2.773], [-2.181, -6.171, 2.402], [-3.736, -5.723, 3.904], [-5.407, -5.657, 2.230], [-4.446, -6.960, 1.302], [-4.161, -5.180, 1.084], [-2.218, -0.306, -3.675], [-3.189, -0.627, -2.607], [-3.658, -1.746, -2.526], [-3.328, 0.227, -1.714], [-1.287, -0.072, -3.160], [-2.720, 0.533, -4.156], [-2.157, -1.111, -4.408], [-4.097, -5.515, -3.217], [-4.209, -6.949, -2.882], [-3.142, -7.476, -2.437], [-5.278, -7.590, -3.071], [-5.139, -5.318, -3.468], [-3.403, -5.227, -4.006], [-3.734, -4.883, -2.406], [4.350, 2.146, 2.331], [3.429, 3.239, 2.698], [3.848, 4.386, 2.610], [2.309, 2.904, 2.927], [4.145, 1.338, 3.033], [5.366, 2.533, 2.421], [4.018, 1.808, 1.350], [1.189, 5.817, 1.563], [1.114, 6.486, 2.903], [1.036, 7.701, 2.818], [1.012, 5.784, 3.906], [0.328, 5.973, 0.914], [1.535, 4.791, 1.690], [1.949, 6.426, 1.074], [1.403, -1.976, -2.880], [2.856, -1.920, -2.934], [3.496, -2.902, -2.617], [3.327, -0.859, -3.362], [1.084, -1.911, -3.920], [0.996, -1.074, -2.423], [1.023, -2.890, -2.425], [-7.522, -2.919, -5.903], [-6.013, -2.818, -5.504], [-5.632, -3.236, -4.423], [-5.321, -2.450, -6.453], [-7.604, -3.759, -6.592], [-7.834, -1.968, -6.333], [-8.017, -3.079, -4.945], [0.007, 2.079, 5.160], [-0.778, 1.512, 6.282], [-1.671, 2.200, 6.811], [-0.389, 0.456, 6.685], [0.621, 1.337, 4.650], [0.518, 2.987, 5.481], [-0.813, 2.341, 4.491], [0.961, 5.868, -2.765], [1.240, 4.599, -3.362], [0.483, 4.416, -4.539], [0.917, 3.237, -5.360], [0.256, 2.055, -4.982], [0.629, 0.958, -5.765], [1.784, 6.071, -2.080], [0.035, 5.959, -2.196], [1.039, 6.695, -3.471], [0.586, 5.254, -5.228], [-0.538, 4.380, -4.157], [1.995, 3.082, -5.328], [0.764, 3.461, -6.416], [0.483, 1.218, -6.813], [-0.072, 0.143, -5.586], [1.585, 0.466, -5.586], [8.247, 1.348, -6.228], [8.816, 2.342, -5.362], [7.970, 3.423, -5.173], [6.634, 3.246, -4.441], [5.761, 2.306, -5.125], [4.437, 2.343, -4.614], [7.836, 1.801, -7.131], [7.483, 0.810, -5.668], [8.925, 0.573, -6.584], [7.828, 4.086, -6.026], [8.520, 4.160, -4.587], [6.148, 4.194, -4.211], [6.824, 2.841, -3.447], [3.934, 3.304, -4.725], [4.469, 2.095, -3.553], [3.872, 1.625, -5.208], [0.103, -3.917, 5.027], [-0.792, -3.990, 6.095], [-0.276, -4.222, 7.415], [0.008, -2.849, 8.057], [-0.467, -2.960, 9.407], [-0.434, -1.719, 10.121], [0.508, -4.906, 4.813], [0.925, -3.327, 5.432], [-0.405, -3.443, 4.187], [0.606, -4.862, 7.391], [-0.928, -4.978, 7.854], [-0.573, -2.038, 7.618], [1.089, -2.757, 8.166], [0.565, -1.299, 10.008], [-0.605, -1.992, 11.163], [-1.062, -0.973, 9.635], [-5.769, -1.633, -0.234], [-6.787, -0.908, 0.516], [-6.209, -0.501, 1.691], [-7.244, 0.408, 2.456], [-7.804, 1.304, 1.527], [-8.514, 2.424, 2.020], [-6.371, -2.214, -0.933], [-5.195, -2.271, 0.438], [-5.083, -0.952, -0.737], [-5.288, 0.065, 1.554], [-5.883, -1.361, 2.276], [-6.728, 0.956, 3.243], [-7.979, -0.209, 2.974], [-9.582, 2.213, 1.953], [-8.487, 3.260, 1.322], [-8.080, 2.943, 2.875], [-2.836, 6.284, 0.040], [-1.705, 6.986, 0.298], [-1.405, 8.241, -0.339], [-1.943, 9.529, 0.454], [-3.373, 9.351, 0.677], [-3.646, 9.363, 2.093], [-3.623, 6.544, 0.748], [-2.597, 5.224, 0.114], [-3.225, 6.297, -0.979], [-1.929, 8.246, -1.295], [-0.395, 8.429, -0.704], [-1.829, 10.518, 0.011], [-1.505, 9.594, 1.450], [-3.361, 10.230, 2.690], [-3.117, 8.528, 2.552], [-4.715, 9.193, 2.223], [2.619, -5.833, 2.407], [2.655, -7.272, 2.727], [3.653, -7.949, 1.974], [3.255, -9.357, 1.752], [4.235, -10.107, 1.078], [3.965, -11.526, 1.065], [2.625, -5.689, 1.326], [3.569, -5.512, 2.833], [1.765, -5.255, 2.759], [4.642, -7.951, 2.433], [3.900, -7.535, 0.997], [2.215, -9.519, 1.469], [3.230, -9.676, 2.794], [4.863, -11.877, 0.556], [3.031, -11.875, 0.625], [4.033, -11.928, 2.075], [4.178, 4.267, -1.317], [5.113, 4.699, -0.367], [6.478, 4.266, -0.550], [7.306, 4.969, 0.569], [8.696, 4.501, 0.787], [9.621, 4.937, -0.201], [4.317, 4.692, -2.312], [3.189, 4.606, -1.009], [4.187, 3.184, -1.440], [6.909, 4.654, -1.473], [6.623, 3.188, -0.613], [6.955, 4.676, 1.558], [7.410, 6.054, 0.549], [10.694, 4.909, -0.012], [9.391, 5.985, -0.395], [9.442, 4.463, -1.166], [-0.746, -7.638, -4.723], [-1.002, -6.276, -4.398], [-0.501, -5.287, -5.381], [1.033, -5.427, -5.321], [1.588, -4.176, -5.723], [3.008, -4.184, -6.001], [-0.994, -8.391, -3.976], [0.259, -7.772, -5.125], [-1.441, -7.832, -5.539], [-0.880, -4.329, -5.026], [-0.991, -5.511, -6.329], [1.395, -6.288, -5.883], [1.348, -5.499, -4.280], [3.624, -4.043, -5.113], [3.220, -3.457, -6.785], [3.296, -5.139, -6.441], [1.584, 1.427, -0.404], [1.007, 0.216, -0.007], [-0.427, 0.295, -0.204], [-1.016, -1.044, 0.186], [-0.710, -2.023, -0.834], [-1.392, -3.354, -0.581], [2.669, 1.465, -0.305], [1.090, 2.209, 0.172], [1.384, 1.695, -1.442], [-0.693, 0.660, -1.196], [-0.990, 0.965, 0.445], [-2.039, -1.121, 0.554], [-0.366, -1.377, 0.996], [-1.201, -4.218, -1.217], [-2.400, -3.185, -0.960], [-1.335, -3.536, 0.492], [-7.774, 7.415, -0.743], [-7.087, 6.229, -1.210], [-7.267, 5.101, -0.424], [-6.493, 3.947, -0.994], [-5.102, 4.173, -0.915], [-4.411, 2.989, -1.301], [-7.149, 8.089, -0.158], [-8.702, 7.260, -0.192], [-8.025, 8.097, -1.555], [-8.300, 4.806, -0.241], [-6.891, 5.381, 0.559], [-6.866, 3.720, -1.992], [-6.798, 3.103, -0.375], [-4.323, 2.926, -2.386], [-4.771, 2.074, -0.829], [-3.452, 3.088, -0.794], [4.056, -1.475, 4.661], [5.374, -1.364, 4.180], [5.781, -2.052, 2.987], [5.057, -1.869, 1.585], [3.806, -2.499, 1.743], [3.247, -2.943, 0.558], [3.492, -2.356, 4.356], [3.389, -0.626, 4.506], [4.081, -1.655, 5.736], [5.838, -3.104, 3.266], [6.827, -1.750, 2.928], [5.739, -2.174, 0.792], [4.918, -0.806, 1.390], [3.987, -3.450, -0.062], [2.882, -2.108, -0.041], [2.484, -3.664, 0.849], [-2.149, 5.371, 3.419], [-2.300, 3.919, 3.518], [-2.969, 3.341, 2.464], [-3.504, 1.961, 2.867], [-4.699, 2.030, 3.614], [-4.602, 2.549, 4.941], [-3.150, 5.780, 3.559], [-1.818, 5.759, 2.455], [-1.431, 5.645, 4.192], [-2.300, 3.298, 1.605], [-3.861, 3.876, 2.138], [-2.878, 1.299, 3.465], [-3.576, 1.379, 1.948], [-3.702, 2.180, 5.432], [-5.542, 2.277, 5.423], [-4.651, 3.638, 4.940]], "lowdin_charge": [0.020, -0.370, 0.016, 0.052, 0.097, 0.081, 0.099, 0.063, -0.361, 0.053, 0.019, 0.089, 0.107, 0.087, 0.058, -0.422, 0.061, 0.041, 0.086, 0.068, 0.101, 0.052, -0.423, 0.032, 0.048, 0.101, 0.101, 0.079, 0.058, -0.383, 0.055, 0.028, 0.084, 0.110, 0.102, 0.029, -0.363, 0.011, 0.046, 0.076, 0.095, 0.092, 0.066, -0.439, 0.068, 0.061, 0.090, 0.105, 0.085, 0.035, -0.409, 0.054, 0.047, 0.078, 0.059, 0.097, 0.040, -0.393, 0.067, 0.022, 0.097, 0.085, 0.095, 0.071, -0.403, 0.041, 0.041, 0.097, 0.091, 0.087, 0.047, -0.432, 0.040, 0.062, 0.093, 0.111, 0.075, -0.095, -0.182, -0.201, -0.203, -0.167, -0.114, 0.070, 0.082, 0.089, 0.122, 0.135, 0.098, 0.125, 0.093, 0.068, 0.080, -0.082, -0.145, -0.235, -0.171, -0.205, -0.102, 0.092, 0.060, 0.085, 0.122, 0.122, 0.116, 0.096, 0.073, 0.079, 0.082, -0.094, -0.247, -0.152, -0.165, -0.222, -0.094, 0.085, 0.086, 0.084, 0.117, 0.129, 0.110, 0.124, 0.078, 0.091, 0.083, -0.059, -0.163, -0.236, -0.173, -0.176, -0.092, 0.091, 0.073, 0.051, 0.099, 0.113, 0.094, 0.117, 0.091, 0.048, 0.096, -0.149, -0.216, -0.136, -0.139, -0.206, -0.106, 0.093, 0.069, 0.097, 0.111, 0.112, 0.118, 0.102, 0.085, 0.074, 0.084, -0.053, -0.174, -0.244, -0.251, -0.171, -0.087, 0.049, 0.092, 0.078, 0.131, 0.124, 0.126, 0.122, 0.087, 0.086, 0.081, -0.111, -0.186, -0.163, -0.133, -0.207, -0.123, 0.081, 0.073, 0.074, 0.106, 0.121, 0.115, 0.122, 0.086, 0.075, 0.073, -0.107, -0.251, -0.118, -0.195, -0.212, -0.079, 0.086, 0.074, 0.085, 0.116, 0.120, 0.113, 0.128, 0.073, 0.085, 0.080, -0.117, -0.162, -0.182, -0.189, -0.229, -0.031, 0.069, 0.085, 0.086, 0.103, 0.120, 0.103, 0.125, 0.066, 0.054, 0.077, -0.083, -0.160, -0.255, -0.208, -0.170, -0.105, 0.076, 0.084, 0.079, 0.114, 0.128, 0.135, 0.111, 0.092, 0.073, 0.072, -0.126, -0.183, -0.152, -0.177, -0.188, -0.111, 0.073, 0.072, 0.081, 0.117, 0.116, 0.118, 0.102, 0.089, 0.082, 0.064, -0.037, -0.198, -0.234, -0.192, -0.209, -0.065, 0.089, 0.058, 0.083, 0.111, 0.129, 0.105, 0.104, 0.071, 0.087, 0.085]}


{"formula": "C59H44F15GeN2O9PS4Ti", "method": "ωB97M-V/def2-TZVPD", "spin_multiplicity": 1, "largest_force_ev_per_a": 2.018, "orbital_gap_ev": 7.6, "e_above_lowest_kcal_mol": 0.00, "symbols": ["Ti", "O", "S", "O", "O", "C", "C", "C", "C", "C", "C", "S", "O", "O", "O", "H", "H", "H", "H", "O", "C", "O", "C", "C", "C", "C", "S", "C", "C", "H", "H", "H", "H", "H", "N", "C", "C", "C", "C", "C", "N", "C", "H", "H", "H", "H", "F", "C", "C", "C", "F", "C", "F", "C", "F", "C", "F", "Ge", "S", "C", "C", "F", "C", "F", "C", "F", "C", "F", "C", "F", "C", "C", "F", "C", "F", "C", "F", "C", "F", "C", "F", "C", "C", "O", "C", "C", "C", "C", "C", "C", "H", "H", "H", "H", "H", "H", "H", "H", "C", "C", "C", "C", "P", "C", "C", "C", "C", "C", "C", "C", "C", "C", "C", "H", "H", "H", "H", "H", "H", "H", "H", "H", "H", "H", "H", "H", "H", "H", "H", "H", "H", "H", "H", "H", "H", "H"], "coordinates": [[-0.543, 0.189, 0.593], [-1.304, 0.137, 4.675], [-1.522, 1.090, 3.640], [-1.048, 2.425, 3.838], [-1.008, 0.529, 2.307], [-3.268, 1.182, 3.300], [-4.000, 1.507, 4.436], [-5.375, 1.645, 4.376], [-6.034, 1.449, 3.178], [-5.323, 1.126, 2.035], [-3.936, 0.987, 2.070], [-3.235, 0.662, 0.448], [-4.333, 0.633, -0.456], [-2.179, 1.663, 0.193], [-2.447, -0.610, 0.467], [-3.470, 1.647, 5.370], [-5.927, 1.910, 5.268], [-7.110, 1.554, 3.122], [-5.831, 0.989, 1.092], [3.723, 6.796, 5.129], [4.497, 5.691, 5.139], [5.612, 5.755, 5.569], [3.899, 4.417, 4.604], [4.607, 3.245, 4.836], [4.118, 2.029, 4.385], [2.913, 1.971, 3.687], [2.275, 0.376, 3.255], [2.201, 3.144, 3.458], [2.696, 4.358, 3.909], [2.836, 6.595, 4.813], [5.546, 3.309, 5.369], [4.666, 1.113, 4.576], [1.241, 3.102, 2.955], [2.111, 5.247, 3.697], [-1.756, 6.705, 1.904], [-1.195, 5.921, 1.277], [-0.476, 4.939, 0.496], [0.170, 5.288, -0.684], [0.865, 4.302, -1.352], [0.858, 3.017, -0.839], [0.234, 2.662, 0.287], [-0.419, 3.627, 0.943], [0.122, 6.303, -1.056], [1.402, 4.511, -2.268], [1.384, 2.228, -1.346], [-0.897, 3.368, 1.875], [-0.020, 2.444, -6.364], [-0.569, 3.164, -5.377], [-0.858, 2.597, -4.146], [-1.469, 3.423, -3.217], [-1.834, 2.940, -2.039], [-1.744, 4.750, -3.463], [-2.300, 5.523, -2.531], [-1.430, 5.282, -4.698], [-1.692, 6.557, -4.957], [-0.847, 4.487, -5.663], [-0.561, 5.001, -6.858], [-0.543, 0.695, -3.760], [-0.018, 0.001, -1.785], [1.034, 0.261, -4.871], [2.289, 0.668, -4.444], [2.425, 1.468, -3.374], [3.456, 0.331, -5.098], [4.639, 0.749, -4.649], [3.385, -0.440, -6.239], [4.495, -0.778, -6.885], [2.156, -0.840, -6.720], [2.088, -1.566, -7.834], [1.008, -0.473, -6.045], [-0.152, -0.831, -6.611], [-2.094, -0.297, -4.420], [-1.965, -1.669, -4.578], [-0.781, -2.260, -4.356], [-3.013, -2.479, -4.950], [-2.849, -3.794, -5.094], [-4.254, -1.912, -5.165], [-5.279, -2.678, -5.517], [-4.431, -0.553, -5.005], [-5.630, -0.015, -5.216], [-3.359, 0.232, -4.624], [-3.606, 1.537, -4.463], [3.148, 1.438, 0.810], [2.473, 0.216, 1.414], [1.172, 0.071, 0.845], [3.342, -0.995, 1.081], [4.530, -1.243, 1.762], [5.359, -2.283, 1.369], [5.011, -3.087, 0.289], [3.838, -2.831, -0.402], [3.012, -1.784, -0.011], [2.667, 2.369, 1.092], [3.118, 1.330, -0.276], [4.188, 1.464, 1.128], [4.802, -0.627, 2.611], [6.280, -2.467, 1.911], [5.655, -3.905, -0.013], [3.563, -3.444, -1.253], [2.110, -1.565, -0.560], [-3.519, -3.489, 1.206], [-2.169, -3.437, 1.940], [-1.882, -4.822, 2.536], [-2.320, -2.469, 3.115], [-0.728, -2.802, 0.828], [0.682, -3.430, 1.808], [1.048, -2.628, 2.892], [2.055, -3.010, 3.768], [2.735, -4.199, 3.560], [2.389, -5.006, 2.483], [1.372, -4.628, 1.619], [-0.820, -3.777, -0.790], [-1.913, -3.134, -1.668], [-1.155, -5.270, -0.689], [0.521, -3.619, -1.515], [-4.303, -3.629, 1.957], [-3.585, -4.328, 0.516], [-3.740, -2.574, 0.663], [-2.734, -5.089, 3.172], [-0.991, -4.823, 3.162], [-1.775, -5.601, 1.784], [-3.164, -2.796, 3.732], [-2.532, -1.461, 2.774], [-1.439, -2.441, 3.756], [0.531, -1.690, 3.059], [2.310, -2.366, 4.602], [3.542, -4.491, 4.223], [2.908, -5.944, 2.317], [1.136, -5.282, 0.796], [-2.902, -3.224, -1.227], [-1.925, -3.661, -2.627], [-1.720, -2.079, -1.852], [-2.174, -5.440, -0.350], [-0.489, -5.842, -0.050], [-1.077, -5.687, -1.699], [0.768, -2.572, -1.667], [0.437, -4.079, -2.506], [1.341, -4.100, -0.981]], "lowdin_charge": [0.829, -0.237, 0.543, -0.255, -0.453, -0.210, -0.044, -0.045, -0.047, -0.042, -0.185, 0.558, -0.238, -0.372, -0.480, 0.126, 0.116, 0.115, 0.112, 0.124, -0.475, 0.127, -0.123, 0.002, -0.070, -0.499, 1.085, -0.075, -0.003, 0.089, 0.125, 0.105, 0.084, 0.114, 0.169, -0.161, -0.178, -0.001, -0.029, -0.154, 0.061, -0.075, 0.133, 0.125, 0.054, 0.099, 0.109, -0.204, -0.112, -0.263, 0.100, -0.147, 0.132, -0.127, 0.145, -0.137, 0.133, 0.769, 0.463, -0.134, -0.225, 0.066, -0.139, 0.131, -0.130, 0.143, -0.137, 0.134, -0.221, 0.107, -0.121, -0.262, 0.083, -0.147, 0.128, -0.125, 0.144, -0.136, 0.134, -0.199, 0.111, -0.022, -0.641, -0.382, -0.214, -0.051, -0.071, -0.082, -0.069, -0.028, 0.062, 0.098, 0.104, 0.097, 0.105, 0.103, 0.104, 0.064, -0.084, -0.619, -0.075, -0.092, 1.216, -0.350, -0.138, -0.078, -0.071, -0.068, -0.092, -0.638, -0.098, -0.077, -0.101, 0.091, 0.065, 0.062, 0.093, 0.080, 0.064, 0.099, 0.042, 0.074, 0.060, 0.100, 0.107, 0.107, 0.082, 0.069, 0.080, 0.024, 0.064, 0.061, 0.095, 0.015, 0.096, 0.057]}